No. 1
DFT (wB97M-V/def2-TZVPD) results for a molecular structure, C31H31F4N4OPReS in a non-equilibrium geometry.

Properties
Lowest unoccupied orbital energy (alpha / beta) = -5.82 / -7.40 eV
2S+1 = 4
Energy above the lowest of the compared OMol25 structures with the same formula, charge and spin = 70.8 kJ/mol
Orbital gap (alpha / beta) = 7.8110 / 6.5965 eV
Total energy = -2710.91930 Eh
Charge = +2
Strongest force on any atom = 1.277 eV/A

Geometry (Å):
1 Re 0.833 -0.462 0.154
2 C 0.844 -3.489 0.394
3 N 1.092 -2.333 1.309
4 C 0.188 -2.360 2.504
5 C 2.519 -2.426 1.787
6 C 3.057 -1.042 1.997
7 N 2.738 -0.343 0.737
8 C 3.783 0.213 -0.054
9 C 3.767 0.001 -1.423
10 F 2.762 -0.729 -1.954
11 C 4.724 0.510 -2.259
12 F 4.634 0.279 -3.565
13 C 5.763 1.254 -1.744
14 C 5.799 1.471 -0.385
15 F 6.775 2.202 0.147
16 C 4.823 0.965 0.452
17 F 4.872 1.232 1.756
18 H 1.058 -4.424 0.915
19 H 1.507 -3.409 -0.466
20 H -0.180 -3.499 0.052
21 H 0.197 -3.356 2.951
22 H -0.827 -2.097 2.236
23 H 0.542 -1.640 3.239
24 H 3.096 -2.901 1.000
25 H 2.568 -3.051 2.682
26 H 4.122 -1.082 2.186
27 H 2.590 -0.539 2.842
28 H 6.534 1.657 -2.392
29 O 0.844 1.528 2.227
30 C 0.062 0.793 1.679
31 C -1.411 0.820 1.975
32 C -1.864 1.540 3.080
33 C -3.220 1.568 3.370
34 C -4.116 0.879 2.557
35 C -3.664 0.165 1.453
36 C -2.309 0.142 1.152
37 P -1.621 -0.784 -0.252
38 C -2.745 -2.221 -0.422
39 C -3.800 -2.127 -1.338
40 C -4.746 -3.143 -1.429
41 C -4.652 -4.265 -0.616
42 C -3.615 -4.361 0.303
43 C -2.672 -3.347 0.401
44 C -1.908 0.180 -1.753
45 C -2.600 1.383 -1.746
46 C -2.731 2.109 -2.926
47 C -2.177 1.627 -4.105
48 C -1.488 0.416 -4.112
49 C -1.349 -0.305 -2.933
50 H -1.143 2.054 3.707
51 H -3.581 2.116 4.234
52 H -5.176 0.891 2.788
53 H -4.371 -0.374 0.833
54 H -3.893 -1.269 -1.990
55 H -5.556 -3.054 -2.144
56 H -5.386 -5.061 -0.694
57 H -3.538 -5.228 0.952
58 H -1.903 -3.449 1.153
59 H -3.046 1.755 -0.829
60 H -3.276 3.046 -2.927
61 H -2.292 2.190 -5.028
62 H -1.062 0.037 -5.034
63 H -0.811 -1.252 -2.942
64 C 2.346 5.170 -0.363
65 N 2.202 3.767 -0.772
66 C 1.142 3.038 -0.513
67 N 0.189 3.554 0.240
68 S 1.007 1.492 -1.321
69 H 3.285 5.544 -0.753
70 H 2.370 5.257 0.725
71 H 1.533 5.774 -0.767
72 H 2.903 3.343 -1.356
73 H 0.303 4.438 0.713
74 H -0.645 3.024 0.424

***

No. 2
DFT (wB97M-V/def2-TZVPD) results for a molecular structure, C31H31HgI2N4O7S2.

Properties
Lowest unoccupied orbital energy (alpha / beta) = 3.79 / 3.78 eV
2S+1 = 2
Orbital gap (alpha / beta) = 3.3905 / 5.5890 eV
Total energy = -3490.90169 Eh
Charge = -2
Strongest force on any atom = 0.516 eV/A

Geometry (Å):
1 Hg -0.016 -0.124 -0.763
2 O 2.397 -1.867 1.198
3 C 3.528 -1.236 0.634
4 C 3.288 0.203 0.205
5 N 2.372 0.434 -0.916
6 C 2.742 -0.259 -2.142
7 C 2.357 -1.751 -2.133
8 O 3.021 -2.511 -2.830
9 O 1.366 -2.068 -1.392
10 C 2.140 1.873 -1.033
11 C 1.351 2.431 0.180
12 O 1.543 3.601 0.477
13 O 0.591 1.602 0.779
14 H 1.840 -2.106 0.424
15 H 4.294 -1.201 1.416
16 H 3.934 -1.841 -0.184
17 H 2.879 0.739 1.065
18 H 4.269 0.652 -0.036
19 H 2.187 0.190 -2.969
20 H 3.817 -0.184 -2.360
21 H 3.080 2.436 -1.104
22 H 1.555 2.074 -1.936
23 I 0.648 -0.142 -6.156
24 C -0.445 1.209 -4.993
25 C -0.995 2.340 -5.578
26 C -1.763 3.183 -4.798
27 I -2.577 4.873 -5.748
28 C -2.031 2.938 -3.433
29 C -2.826 3.756 -2.588
30 C -2.972 3.381 -1.237
31 C -2.371 2.247 -0.766
32 N -1.643 1.414 -1.553
33 C -1.454 1.764 -2.870
34 C -0.642 0.871 -3.644
35 O -0.199 -0.232 -3.125
36 H -0.822 2.556 -6.623
37 H -3.268 4.665 -2.968
38 H -3.534 4.003 -0.553
39 H -2.428 1.970 0.280
40 O 1.399 2.178 4.131
41 S 1.489 0.846 3.470
42 C 2.230 -0.257 4.689
43 C 2.243 0.117 6.022
44 C 2.856 -0.710 6.950
45 C 3.453 -1.898 6.539
46 C 3.440 -2.256 5.198
47 C 2.834 -1.429 4.260
48 C -0.162 0.144 3.601
49 C -0.396 -1.222 3.552
50 C -1.691 -1.689 3.706
51 C -2.739 -0.794 3.877
52 C -2.494 0.570 3.881
53 C -1.198 1.049 3.741
54 H 1.790 1.059 6.303
55 H 2.872 -0.430 7.996
56 H 3.934 -2.541 7.266
57 H 3.907 -3.177 4.877
58 H 2.799 -1.700 3.211
59 H 0.419 -1.915 3.396
60 H -1.885 -2.752 3.659
61 H -3.752 -1.163 3.972
62 H -3.315 1.270 3.981
63 H -0.971 2.106 3.738
64 S -1.736 -1.789 0.230
65 C -2.370 -1.957 -1.361
66 N -3.560 -1.421 -1.662
67 C -4.033 -1.158 -3.026
68 C -2.941 -1.464 -4.035
69 C -2.231 -2.753 -3.655
70 N -1.713 -2.648 -2.296
71 H -3.877 -0.784 -0.944
72 H -4.313 -0.105 -3.078
73 H -4.926 -1.767 -3.204
74 H -2.199 -0.673 -4.008
75 H -3.353 -1.519 -5.043
76 H -1.394 -2.960 -4.318
77 H -2.922 -3.604 -3.691
78 H -0.709 -2.684 -2.150

***

No. 3
DFT (wB97M-V/def2-TZVPD) results for a molecular structure, C31H31I2N5OSTi.

Properties
Lowest unoccupied orbital energy = -1.17 eV
2S+1 = 1
Energy above the lowest of the compared OMol25 structures with the same formula, charge and spin = 37.5 kJ/mol
Orbital gap = 5.2627 eV
Total energy = -3392.12874 Eh
Strongest force on any atom = 0.444 eV/A

Geometry (Å):
1 Ti 0.952 -0.921 -0.808
2 C -0.344 -2.290 1.849
3 N 0.632 -2.338 0.765
4 C 1.374 -3.410 0.703
5 C 2.355 -3.499 -0.280
6 C 3.260 -4.492 -0.662
7 C 3.960 -3.971 -1.745
8 C 3.454 -2.686 -1.966
9 N 2.487 -2.388 -1.088
10 C -1.773 -2.530 1.409
11 C -2.812 -2.003 2.175
12 C -4.133 -2.263 1.845
13 C -4.432 -3.054 0.742
14 C -3.403 -3.576 -0.025
15 C -2.079 -3.315 0.306
16 H -0.274 -1.327 2.346
17 H -0.073 -3.034 2.606
18 H 1.243 -4.200 1.440
19 H 3.379 -5.460 -0.201
20 H 4.745 -4.445 -2.311
21 H 3.760 -1.983 -2.724
22 H -2.580 -1.390 3.040
23 H -4.932 -1.851 2.449
24 H -5.462 -3.254 0.480
25 H -3.623 -4.183 -0.894
26 H -1.287 -3.721 -0.309
27 S 3.175 1.976 2.151
28 C 1.584 1.872 2.835
29 C 1.080 2.538 3.949
30 C -0.265 2.407 4.228
31 C -1.095 1.640 3.402
32 C -0.591 0.963 2.311
33 C 0.777 1.052 2.040
34 N 1.450 0.482 0.963
35 C 2.669 0.941 0.863
36 C 3.382 0.792 -0.404
37 C 4.593 1.422 -0.673
38 C 5.039 1.503 -1.981
39 C 4.253 0.997 -3.009
40 C 3.055 0.347 -2.734
41 C 2.617 0.210 -1.421
42 H 1.719 3.158 4.563
43 H -0.686 2.923 5.080
44 H -2.154 1.584 3.616
45 H -1.245 0.394 1.664
46 H 5.169 1.878 0.126
47 H 5.977 1.994 -2.203
48 H 4.572 1.115 -4.037
49 H 2.447 -0.026 -3.551
50 C -3.077 -0.210 -1.180
51 N -2.571 1.129 -0.922
52 C -3.557 2.194 -1.049
53 C -3.065 3.451 -0.367
54 C -1.692 3.775 -0.906
55 N -0.798 2.631 -0.755
56 C 0.595 2.961 -1.006
57 C -1.262 1.382 -0.907
58 O -0.449 0.382 -0.869
59 H -3.789 -0.154 -2.005
60 H -3.577 -0.605 -0.293
61 H -2.275 -0.872 -1.480
62 H -4.480 1.833 -0.592
63 H -3.738 2.370 -2.115
64 H -3.022 3.300 0.715
65 H -3.748 4.276 -0.568
66 H -1.239 4.607 -0.364
67 H -1.735 4.027 -1.972
68 H 0.644 3.615 -1.878
69 H 1.163 2.074 -1.243
70 H 1.020 3.461 -0.131
71 I -0.187 -2.128 -2.879
72 I -1.079 1.926 -4.152

***

No. 4
DFT (wB97M-V/def2-TZVPD) results for a molecular structure, C31H31I2N7O3RhSe in a non-equilibrium geometry.

Properties
Lowest unoccupied orbital energy = -3.50 eV
2S+1 = 1
Energy above the lowest of the compared OMol25 structures with the same formula, charge and spin = 90.9 kJ/mol
Orbital gap = 6.5197 eV
Total energy = -4916.12374 Eh
Charge = +1
Strongest force on any atom = 1.718 eV/A

Geometry (Å):
1 Rh 0.389 -1.906 0.401
2 I -0.026 0.532 4.830
3 C -1.173 -1.001 4.042
4 C -2.209 -1.583 4.816
5 C -2.989 -2.590 4.324
6 I -4.501 -3.372 5.516
7 C -2.754 -3.078 3.013
8 C -3.477 -4.107 2.366
9 C -3.151 -4.487 1.094
10 C -2.074 -3.861 0.445
11 N -1.379 -2.908 1.023
12 C -1.709 -2.490 2.279
13 C -0.923 -1.434 2.771
14 O 0.018 -0.898 1.977
15 H -2.380 -1.209 5.817
16 H -4.296 -4.585 2.889
17 H -3.705 -5.263 0.583
18 H -1.768 -4.159 -0.551
19 C 4.566 3.881 -2.542
20 C 3.995 2.704 -1.796
21 C 3.906 2.705 -0.411
22 C 3.440 1.602 0.302
23 C 3.359 1.674 1.808
24 C 3.052 0.466 -0.422
25 Se 2.641 -1.112 0.554
26 C 3.084 0.451 -1.825
27 C 2.657 -0.745 -2.636
28 C 3.561 1.576 -2.485
29 H 4.706 4.739 -1.886
30 H 3.918 4.180 -3.368
31 H 5.537 3.625 -2.970
32 H 4.219 3.587 0.140
33 H 3.613 2.676 2.154
34 H 4.046 0.969 2.280
35 H 2.360 1.421 2.171
36 H 1.790 -1.244 -2.206
37 H 3.460 -1.485 -2.687
38 H 2.415 -0.446 -3.657
39 H 3.610 1.566 -3.571
40 C 0.139 1.617 -0.118
41 C -0.533 0.613 -0.975
42 N -0.561 -0.707 -0.827
43 C -1.393 -1.232 -1.809
44 C -1.843 -0.218 -2.574
45 N -1.291 0.932 -2.040
46 C -1.509 2.284 -2.545
47 N -2.747 2.846 -2.095
48 N -3.909 2.337 -2.582
49 N -4.893 2.909 -2.001
50 C -4.384 3.830 -1.093
51 C -5.052 4.700 -0.223
52 C -4.277 5.507 0.573
53 C -2.863 5.465 0.507
54 C -2.197 4.615 -0.344
55 C -3.003 3.792 -1.144
56 H 0.475 1.130 0.792
57 H -0.560 2.410 0.155
58 H 0.999 2.058 -0.618
59 H -1.590 -2.286 -1.889
60 H -2.523 -0.187 -3.409
61 H -1.510 2.236 -3.628
62 H -0.695 2.919 -2.210
63 H -6.133 4.725 -0.188
64 H -4.749 6.191 1.266
65 H -2.291 6.128 1.145
66 H -1.114 4.598 -0.389
67 N 3.405 -5.934 0.799
68 C 2.282 -5.818 -0.122
69 C 1.574 -4.515 0.142
70 O 0.902 -3.905 -0.667
71 O 1.686 -4.032 1.368
72 H 3.677 -6.896 0.943
73 H 2.365 -4.582 1.827
74 H 4.218 -5.433 0.460
75 H 1.560 -6.601 0.119
76 H 2.510 -5.887 -1.184

***

No. 5
DFT (wB97M-V/def2-TZVPD) results for a molecular structure, C31H31N4O4Ta.

Properties
Lowest unoccupied orbital energy = -7.49 eV
2S+1 = 1
Energy above the lowest of the compared OMol25 structures with the same formula, charge and spin = 221.8 kJ/mol
Orbital gap = 6.7822 eV
Total energy = -1776.53416 Eh
Charge = +2
Strongest force on any atom = 0.940 eV/A

Geometry (Å):
1 Ta 0.627 -0.144 -0.329
2 C -1.274 2.358 -0.864
3 N -0.017 2.197 -0.048
4 C -0.412 2.782 1.298
5 C 0.598 3.462 2.217
6 C 1.653 2.572 2.892
7 N 1.284 1.188 2.681
8 C 0.997 0.498 3.707
9 C 0.523 -0.889 3.688
10 C 0.198 -1.508 4.892
11 C -0.260 -2.815 4.921
12 C -0.389 -3.525 3.735
13 C -0.068 -2.932 2.523
14 C 0.374 -1.623 2.512
15 O 0.687 -1.016 1.327
16 C 1.005 3.048 -0.750
17 C 2.469 3.019 -0.297
18 C 3.072 1.631 -0.058
19 N 2.442 0.678 -0.982
20 C 2.895 0.571 -2.203
21 C 2.165 0.073 -3.319
22 C 2.854 -0.191 -4.520
23 C 2.176 -0.564 -5.652
24 C 0.777 -0.633 -5.615
25 C 0.072 -0.343 -4.462
26 C 0.752 -0.003 -3.302
27 O 0.069 0.288 -2.185
28 H -1.554 3.412 -0.879
29 H -2.088 1.796 -0.409
30 H -1.126 2.018 -1.880
31 H -0.932 1.998 1.846
32 H -1.149 3.555 1.074
33 H -0.037 3.888 2.997
34 H 1.055 4.321 1.725
35 H 1.733 2.825 3.953
36 H 2.639 2.743 2.460
37 H 1.086 0.941 4.706
38 H 0.314 -0.952 5.815
39 H -0.505 -3.283 5.864
40 H -0.731 -4.552 3.753
41 H -0.140 -3.483 1.594
42 H 0.655 4.084 -0.714
43 H 0.958 2.743 -1.795
44 H 2.649 3.634 0.580
45 H 3.009 3.503 -1.116
46 H 2.879 1.281 0.954
47 H 4.153 1.644 -0.203
48 H 3.896 0.959 -2.391
49 H 3.935 -0.112 -4.526
50 H 2.709 -0.788 -6.564
51 H 0.235 -0.910 -6.510
52 H -1.010 -0.376 -4.441
53 O 1.112 -3.570 -2.457
54 C 0.659 -2.722 -1.763
55 O 1.366 -1.726 -1.187
56 C -0.796 -2.624 -1.381
57 C -1.733 -3.574 -1.787
58 C -3.024 -3.427 -1.354
59 C -3.365 -2.371 -0.483
60 C -4.670 -2.200 0.045
61 C -4.933 -1.195 0.927
62 C -3.901 -0.318 1.339
63 C -2.638 -0.449 0.838
64 C -2.353 -1.465 -0.098
65 N -1.093 -1.595 -0.605
66 H -1.411 -4.386 -2.422
67 H -3.790 -4.130 -1.657
68 H -5.449 -2.888 -0.258
69 H -5.928 -1.072 1.331
70 H -4.116 0.450 2.070
71 H -1.838 0.192 1.200

***

No. 6
DFT (wB97M-V/def2-TZVPD) results for 2 unconnected molecules or ions with the total composition C31H32BF3N2O4 in a non-equilibrium geometry.

Properties
Lowest unoccupied orbital energy = -2.32 eV
2S+1 = 1
Orbital gap = 4.8507 eV
Total energy = -1935.51809 Eh
Strongest force on any atom = 2.018 eV/A

Geometry (Å):
1 C -3.908 -4.193 0.395
2 O -2.731 -4.658 -0.318
3 C -1.558 -4.006 -0.094
4 C -1.442 -2.914 0.798
5 C -0.240 -2.245 0.910
6 C 0.892 -2.610 0.158
7 C 2.102 -1.850 0.235
8 C 2.661 -1.355 1.404
9 C 4.008 -0.786 1.499
10 C 5.062 -0.716 0.601
11 C 6.276 -0.168 1.043
12 C 6.421 0.305 2.359
13 C 5.363 0.225 3.282
14 C 4.172 -0.325 2.822
15 N 3.019 -0.671 3.544
16 C 2.816 -0.417 4.958
17 C 2.126 -1.284 2.722
18 C 0.773 -3.759 -0.682
19 C -0.409 -4.449 -0.800
20 H -4.705 -4.872 0.083
21 H -3.757 -4.261 1.484
22 H -4.158 -3.157 0.116
23 H -2.297 -2.599 1.401
24 H -0.188 -1.371 1.549
25 H 2.747 -1.826 -0.643
26 H 4.918 -1.113 -0.405
27 H 7.122 -0.122 0.358
28 H 7.368 0.740 2.675
29 H 5.443 0.564 4.316
30 H 3.708 0.072 5.360
31 H 1.940 0.230 5.103
32 H 2.641 -1.357 5.500
33 H 1.189 -1.691 3.093
34 H 1.652 -4.097 -1.230
35 H -0.514 -5.331 -1.431
36 C -4.299 -0.955 3.233
37 O -4.387 -0.768 1.801
38 C -3.469 0.033 1.179
39 C -2.214 0.370 1.740
40 C -1.233 0.856 0.879
41 C -1.591 1.278 -0.424
42 N -0.471 1.935 -0.978
43 C -0.388 2.567 -2.248
44 O 0.587 3.163 -2.653
45 O -1.522 2.412 -2.962
46 C -1.542 2.910 -4.357
47 C -0.421 2.298 -5.164
48 C -1.379 4.411 -4.397
49 C -2.906 2.473 -4.873
50 C 0.586 1.856 -0.058
51 B 1.954 2.687 -0.327
52 F 2.703 2.543 0.860
53 F 2.579 2.037 -1.389
54 F 1.566 4.018 -0.496
55 C 0.192 1.076 0.993
56 C -2.858 1.076 -0.933
57 C -3.794 0.410 -0.150
58 H -5.230 -1.461 3.501
59 H -3.438 -1.592 3.485
60 H -4.219 0.007 3.760
61 H -2.004 0.232 2.804
62 H -0.480 1.203 -5.159
63 H -0.479 2.644 -6.204
64 H 0.535 2.622 -4.741
65 H -2.173 4.914 -3.834
66 H -0.400 4.671 -3.980
67 H -1.420 4.762 -5.438
68 H -3.713 2.924 -4.278
69 H -3.050 2.773 -5.920
70 H -3.008 1.381 -4.818
71 H 0.773 0.706 1.830
72 H -3.115 1.429 -1.919
73 H -4.786 0.169 -0.527